Entry from the Open Molecules 2025 dataset: C20H23N5OS in the gas phase in a non-equilibrium geometry (the ωB97M-V functional and the def2-TZVPD basis).

Each line ends with the Mulliken charge.
Cartesian coordinates (Å):
N 3.351 4.217 0.394  -0.65
C -3.287 -0.421 -0.275  -0.66
C 6.915 1.990 -0.435  -0.08
O -6.220 0.678 1.589  -0.43
C 5.743 4.116 0.134  -0.36
H -2.772 -2.276 2.556  0.50
H 0.881 -1.448 -3.205  0.19
H -4.188 -0.217 -0.892  0.42
H 3.730 -2.782 -2.499  0.26
H 4.447 1.080 -0.389  0.51
C 1.496 1.226 0.098  0.32
C -6.117 -0.680 1.134  -0.40
H -4.228 1.377 1.909  0.22
N 7.896 1.408 -0.588  -0.47
C 4.553 4.820 0.393  -0.49
H 4.659 5.863 0.660  0.36
C 1.331 -0.861 -0.663  -0.87
N -3.596 -1.207 0.947  0.01
S -0.188 0.864 0.428  -0.29
H 1.389 3.232 0.545  0.27
C -4.959 0.635 2.257  -0.45
H -1.946 -0.438 -1.943  0.36
C -2.440 -1.684 1.687  -0.64
C 4.478 2.154 -0.154  0.05
C -1.123 -1.790 -0.476  0.47
H 1.882 -2.973 -0.670  0.52
H -6.879 -1.372 1.548  0.28
H 1.210 -3.262 -3.090  0.31
C -2.313 -1.157 -1.194  -1.16
H -6.068 -0.789 0.045  0.24
H -4.824 -1.597 2.588  0.54
H -1.901 -0.811 2.012  0.24
C 3.326 2.916 0.154  0.40
H -5.028 0.765 3.333  0.29
H 3.400 -1.000 -2.628  0.22
C 5.721 2.745 -0.157  0.21
C 2.958 -1.990 -2.414  -0.71
H -2.065 -3.476 0.555  0.39
H -2.870 -1.980 -1.683  0.44
C 1.494 -2.273 -2.770  -0.59
H -0.723 -2.595 -1.158  0.35
C -4.753 -0.819 1.814  -0.25
C -1.540 -2.528 0.815  -1.15
N 2.020 2.485 0.285  -0.04
H -0.661 -2.729 1.374  0.44
C 1.892 -2.112 -1.315  -0.27
H 6.678 4.669 0.072  0.43
N 2.135 0.245 -0.462  -0.39
H -2.886 0.518 0.021  0.24
C -0.013 -0.737 -0.284  0.88

## Properties
- SMILES: N#Cc1ccnc(Nc2nc(C3CC3)c(C3CCN(C4COC4)CC3)s2)c1
- Net charge: 0
- Orbital gap: 7.93 eV
- Highest occupied orbital energy: -8.0 eV
- Multiplicity: 1
- Energy above the lowest of the compared OMol25 structures with the same formula, charge and spin: 387.1 kJ/mol